Density functional theory data (ωB97M-V/def2-TZVPD) for the molecule C4H6O4 at a distorted geometry.

ORCA input file:
```
! RIJCOSX wB97M-V def2-TZVPD def2/J DEFGRID3
* xyz 0 1
O 0.561 -2.193 -1.417
C 1.044 -1.248 -0.785
O 2.177 -0.587 -1.122
C 0.248 -0.617 0.322
C -1.250 -0.460 0.037
O -1.486 0.781 0.631
C -0.385 1.612 0.543
O 0.740 0.709 0.594
H 2.286 0.227 -0.487
H 0.325 -1.191 1.239
H -1.893 -1.116 0.647
H -1.542 -0.313 -1.058
H -0.492 2.333 1.286
H -0.332 2.062 -0.431
*
```

SMILES = O=C(O)[C@@H]1COCO1
lowest unoccupied orbital energy = 0.0222 hartree
energy above the lowest of the compared OMol25 structures with the same formula, charge and spin = 46.2 kcal/mol